# 1
{"formula": "C36H45Cl66FN3O3", "method": "the ωB97M-V functional and the def2-TZVPD basis", "multiplicity": 1, "fmax_ev_per_a": 9.810, "total_energy_ha": -32260.47413, "gap_ha": 0.294, "total_charge": 1, "elements": ["C", "C", "C", "C", "C", "N", "C", "C", "C", "F", "C", "N", "C", "C", "O", "C", "C", "O", "C", "O", "N", "H", "H", "H", "H", "H", "H", "H", "H", "H", "H", "H", "H", "H", "H", "H", "H", "H", "H", "H", "H", "H", "H", "H", "C", "Cl", "Cl", "Cl", "H", "C", "Cl", "Cl", "Cl", "H", "C", "Cl", "Cl", "Cl", "H", "C", "Cl", "Cl", "Cl", "H", "C", "Cl", "Cl", "Cl", "H", "C", "Cl", "Cl", "Cl", "H", "C", "Cl", "Cl", "Cl", "H", "C", "Cl", "Cl", "Cl", "H", "C", "Cl", "Cl", "Cl", "H", "C", "Cl", "Cl", "Cl", "H", "C", "Cl", "Cl", "Cl", "H", "C", "Cl", "Cl", "Cl", "H", "C", "Cl", "Cl", "Cl", "H", "C", "Cl", "Cl", "Cl", "H", "C", "Cl", "Cl", "Cl", "H", "C", "Cl", "Cl", "Cl", "H", "C", "Cl", "Cl", "Cl", "H", "C", "Cl", "Cl", "Cl", "H", "C", "Cl", "Cl", "Cl", "H", "C", "Cl", "Cl", "Cl", "H", "C", "Cl", "Cl", "Cl", "H", "C", "Cl", "Cl", "Cl", "H"], "coordinates": [[-5.568, 0.619, 3.083], [-4.229, 0.565, 2.617], [-2.865, 0.676, 1.660], [-3.167, 0.014, 0.154], [-2.693, 1.053, -1.020], [-1.214, 1.040, -1.332], [-1.057, 1.861, -2.630], [-1.284, 3.495, -2.358], [-0.171, 4.358, -3.256], [0.230, 5.579, -2.482], [-0.611, -0.375, -1.486], [0.598, -0.391, -0.621], [1.347, -1.689, -0.526], [1.950, -2.105, 0.977], [1.637, -2.539, -1.515], [1.704, 0.560, -1.140], [2.479, 0.383, -2.573], [1.957, 1.609, -0.309], [-1.766, -1.478, -1.323], [-1.376, -2.910, -1.398], [-2.587, -1.370, -0.020], [-6.682, 0.885, 3.419], [-2.547, 1.786, 1.457], [-1.989, 0.092, 2.174], [-4.356, -0.053, 0.092], [-3.049, 2.138, -0.674], [-3.337, 0.823, -1.998], [-0.773, 1.571, -0.521], [-1.875, 1.567, -3.438], [0.032, 1.737, -3.092], [-2.400, 3.825, -2.620], [-1.092, 3.800, -1.239], [0.840, 3.744, -3.411], [-0.610, 4.671, -4.319], [-0.237, -0.404, -2.620], [1.112, -2.152, 1.792], [2.568, -3.111, 0.863], [2.771, -1.268, 1.203], [2.511, 1.345, -3.242], [2.090, -0.545, -3.213], [3.610, 0.111, -2.308], [-2.497, -1.376, -2.265], [-1.244, -3.164, -0.422], [-3.424, -2.019, -0.130], [1.542, 9.091, -2.601], [0.467, 9.135, -4.009], [2.659, 10.466, -2.627], [0.600, 9.082, -1.100], [2.129, 8.170, -2.644], [2.929, -5.763, -3.026], [3.299, -6.250, -4.689], [1.854, -6.943, -2.256], [4.420, -5.575, -2.087], [2.417, -4.798, -3.055], [2.505, 7.559, 1.647], [3.860, 7.101, 0.600], [1.679, 6.117, 2.263], [3.068, 8.573, 2.986], [1.792, 8.137, 1.054], [1.070, -10.692, -2.874], [1.941, -12.228, -2.719], [0.044, -10.702, -4.318], [0.102, -10.378, -1.424], [1.805, -9.889, -2.978], [5.160, -9.697, -2.972], [4.086, -9.653, -4.380], [6.277, -8.322, -2.999], [4.219, -9.706, -1.471], [5.747, -10.618, -3.016], [-0.629, -13.356, 0.997], [-1.159, -12.537, 2.476], [1.123, -13.621, 1.026], [-1.487, -14.892, 0.794], [-0.865, -12.714, 0.144], [5.512, -1.517, -0.533], [5.646, 0.148, -1.124], [6.845, -2.506, -1.150], [5.483, -1.547, 1.239], [4.572, -1.938, -0.899], [-3.934, -11.631, -4.037], [-3.176, -12.804, -2.947], [-3.842, -9.998, -3.355], [-3.169, -11.682, -5.635], [-4.988, -11.898, -4.151], [6.935, 9.246, 0.931], [8.040, 8.479, -0.223], [7.527, 9.042, 2.589], [6.732, 10.964, 0.551], [5.960, 8.758, 0.851], [-2.061, 6.864, 2.846], [-1.206, 7.574, 1.466], [-2.936, 8.115, 3.746], [-3.172, 5.595, 2.304], [-1.322, 6.413, 3.513], [7.538, -10.553, 0.559], [9.200, -10.961, 1.020], [7.146, -11.239, -1.027], [6.394, -11.127, 1.784], [7.456, -9.465, 0.494], [-4.707, -4.816, 0.725], [-2.935, -4.805, 0.751], [-5.335, -3.182, 0.450], [-5.304, -5.929, -0.518], [-5.064, -5.163, 1.698], [0.909, -9.504, 2.630], [2.014, -10.270, 1.476], [1.501, -9.708, 4.288], [0.706, -7.785, 2.250], [-0.065, -9.992, 2.550], [4.616, 1.663, 3.527], [3.541, 1.707, 2.119], [5.732, 3.038, 3.501], [3.674, 1.655, 5.028], [5.202, 0.742, 3.483], [-4.261, -0.105, -5.077], [-3.503, -1.279, -3.987], [-4.169, 1.527, -4.395], [-3.497, -0.157, -6.675], [-5.315, -0.372, -5.191], [-7.719, 1.885, -6.590], [-7.584, 3.550, -7.181], [-6.385, 0.895, -7.207], [-7.747, 1.854, -4.818], [-8.658, 1.464, -6.956], [-1.963, 11.745, 4.597], [-3.555, 10.985, 4.758], [-0.997, 10.911, 3.367], [-2.131, 13.463, 4.196], [-1.444, 11.664, 5.555], [2.713, 12.390, 1.292], [3.568, 13.099, -0.088], [1.838, 13.640, 2.192], [1.601, 11.121, 0.750], [3.451, 11.938, 1.959], [-8.611, 4.283, -1.597], [-7.383, 3.244, -0.855], [-8.133, 4.733, -3.243], [-10.187, 3.474, -1.606], [-8.696, 5.195, -1.001], [7.518, 2.372, 6.639], [6.988, 3.191, 8.118], [9.270, 2.106, 6.669], [6.659, 0.836, 6.436], [7.282, 3.014, 5.786], [-9.830, 3.295, 2.716], [-9.696, 4.960, 2.124], [-8.496, 2.306, 2.098], [-9.859, 3.265, 4.487], [-10.770, 2.874, 2.349], [1.691, 2.482, 8.280], [3.463, 2.492, 8.306], [1.064, 4.116, 8.005], [1.094, 1.369, 7.037], [1.335, 2.134, 9.253]], "mulliken_charge": [-0.446, -0.379, -0.149, 0.279, -1.106, 0.407, -0.193, -0.427, -0.150, -0.275, 0.709, 0.360, 0.062, -0.644, -0.507, 0.491, -0.699, -0.528, 0.639, -0.387, 0.066, 0.293, 0.263, 0.315, 0.437, 0.427, -0.174, 0.702, -0.070, 0.226, 0.307, 0.288, 0.125, 0.268, 0.357, 0.317, 0.309, -0.053, 0.299, 0.276, -0.050, -1.379, 0.292, -0.230, 0.045, -0.136, -0.102, -0.074, 0.219, 0.275, -0.107, -0.027, -0.090, -0.023, 0.909, -0.160, -0.073, -0.140, -0.557, 0.700, -0.104, -0.090, -0.059, -0.462, -0.210, -0.088, -0.083, 0.110, 0.318, 0.402, -0.141, -0.088, -0.134, -0.046, 0.767, -0.129, -0.115, -0.122, -0.356, -0.064, -0.081, -0.097, -0.111, 0.353, 0.669, -0.130, -0.123, -0.116, -0.282, -0.123, 0.041, -0.059, -0.089, 0.237, 0.127, -0.126, -0.128, -0.094, 0.228, -0.061, -0.036, -0.137, -0.095, 0.355, 0.151, -0.045, -0.133, -0.093, 0.086, -0.165, 0.074, -0.139, 0.030, 0.217, -0.083, -0.065, -0.010, -0.118, 0.452, -0.041, -0.118, -0.080, -0.077, 0.358, -0.006, -0.148, -0.014, -0.123, 0.301, 0.008, -0.129, -0.114, 0.053, 0.206, -0.117, -0.012, -0.089, -0.110, 0.331, 0.352, -0.124, -0.128, -0.117, 0.011, -0.001, -0.121, -0.059, -0.126, 0.316, -0.048, -0.045, -0.116, -0.123, 0.339]}


# 2
{"formula": "C17H33NO2S", "method": "the ωB97M-V functional and the def2-TZVPD basis", "multiplicity": 1, "fmax_ev_per_a": 11.824, "total_energy_ha": -1270.49361, "gap_ha": 0.204, "total_charge": 0, "elements": ["C", "C", "C", "C", "N", "C", "C", "C", "C", "C", "H", "H", "H", "H", "H", "H", "H", "H", "H", "H", "H", "H", "H", "H", "H", "H", "H", "H", "H", "H", "O", "H", "C", "S", "O", "C", "H", "H", "H", "H", "H", "H", "C", "C", "C", "C", "C", "C", "H", "H", "H", "H", "H", "H"], "coordinates": [[-45.290, -2.538, 11.027], [-45.500, -1.523, 12.109], [-44.266, -1.082, 12.729], [-44.515, -0.155, 13.808], [-43.407, 0.668, 14.335], [-43.976, 1.566, 15.343], [-43.069, 2.823, 15.523], [-42.383, 2.974, 14.107], [-42.912, 1.676, 13.303], [-42.241, -0.087, 14.957], [-46.122, -2.858, 10.466], [-44.836, -3.551, 11.549], [-44.562, -2.119, 10.328], [-46.251, -1.971, 12.616], [-45.890, -0.585, 11.645], [-43.625, -0.736, 12.030], [-43.611, -1.893, 12.892], [-44.940, -0.721, 14.588], [-45.391, 0.331, 13.555], [-44.208, 1.211, 16.372], [-44.984, 1.978, 15.064], [-42.547, 2.587, 16.409], [-43.697, 3.640, 15.739], [-41.460, 2.959, 14.158], [-42.623, 3.976, 13.532], [-42.252, 1.384, 12.637], [-43.893, 1.963, 12.764], [-41.627, -0.591, 14.353], [-42.687, -0.839, 15.761], [-41.617, 0.415, 15.859], [-42.978, -2.942, 17.177], [-42.093, -2.744, 17.024], [-45.350, -5.614, 19.669], [-44.210, -4.219, 19.703], [-44.408, -3.540, 20.996], [-42.589, -4.994, 19.956], [-45.470, -5.753, 20.628], [-44.762, -6.430, 19.354], [-46.238, -5.336, 19.036], [-42.655, -5.579, 21.012], [-42.110, -4.271, 20.179], [-42.398, -5.238, 19.004], [-38.161, -6.064, 16.935], [-38.270, -5.617, 18.457], [-38.993, -4.519, 18.719], [-39.510, -3.647, 17.717], [-39.377, -3.967, 16.377], [-38.674, -5.197, 15.966], [-37.644, -7.012, 16.735], [-37.671, -6.298, 19.060], [-39.277, -4.283, 19.664], [-40.155, -2.659, 18.157], [-39.744, -3.316, 15.557], [-38.280, -5.426, 14.910]], "nbo_charge": [-0.577, -0.395, -0.440, -0.217, -0.218, -0.233, -0.420, -0.367, -0.189, -0.509, 0.219, 0.204, 0.194, 0.220, 0.178, 0.204, 0.233, 0.253, 0.225, 0.268, 0.223, 0.227, 0.227, 0.189, 0.228, 0.214, 0.209, 0.219, 0.332, 0.260, -1.325, 0.376, -0.823, 1.308, -1.036, -0.762, 0.218, 0.221, 0.230, 0.208, 0.189, 0.241, -0.208, -0.205, -0.236, -0.195, -0.220, -0.242, 0.207, 0.216, 0.207, 0.241, 0.210, 0.216]}


# 3
{"formula": "C24H68N4O10", "method": "the ωB97M-V functional and the def2-TZVPD basis", "multiplicity": 1, "fmax_ev_per_a": 1.956, "total_energy_ha": -1926.68423, "gap_ha": 0.351, "smiles": "NC(N)=O.NC(N)=O.CC(C)O.CC(C)O.CC(C)O.CC(C)O.CC(C)O.CC(C)O.CCO.CCO", "total_charge": 0, "elements": ["N", "C", "N", "O", "H", "H", "H", "H", "N", "C", "N", "O", "H", "H", "H", "H", "C", "C", "C", "O", "H", "H", "H", "H", "H", "H", "H", "H", "C", "C", "C", "O", "H", "H", "H", "H", "H", "H", "H", "H", "C", "C", "C", "O", "H", "H", "H", "H", "H", "H", "H", "H", "C", "C", "C", "O", "H", "H", "H", "H", "H", "H", "H", "H", "C", "C", "C", "O", "H", "H", "H", "H", "H", "H", "H", "H", "C", "C", "C", "O", "H", "H", "H", "H", "H", "H", "H", "H", "C", "C", "O", "H", "H", "H", "H", "H", "H", "C", "C", "O", "H", "H", "H", "H", "H", "H"], "coordinates": [[12.748, -15.608, 7.074], [12.167, -15.065, 5.970], [11.778, -13.775, 6.070], [12.067, -15.727, 4.919], [12.916, -16.597, 6.984], [12.777, -15.101, 7.939], [11.922, -13.256, 6.917], [11.524, -13.329, 5.189], [9.595, -17.350, 4.513], [9.329, -17.064, 3.199], [10.089, -16.030, 2.764], [8.442, -17.625, 2.560], [10.477, -16.991, 4.841], [9.100, -18.063, 5.003], [9.860, -15.723, 1.834], [10.853, -15.611, 3.275], [11.755, -11.583, 9.952], [11.833, -13.093, 10.135], [10.556, -13.840, 9.810], [12.927, -13.639, 9.393], [12.730, -11.099, 9.970], [11.105, -11.080, 10.672], [11.263, -11.350, 9.000], [12.070, -13.323, 11.182], [9.762, -13.517, 10.489], [10.727, -14.903, 9.982], [10.138, -13.646, 8.822], [13.759, -13.605, 9.868], [15.161, -18.817, 3.292], [14.081, -18.631, 2.221], [13.654, -17.181, 2.153], [14.661, -18.996, 0.952], [16.140, -18.456, 2.973], [15.279, -19.868, 3.550], [14.854, -18.215, 4.150], [13.201, -19.239, 2.412], [13.134, -16.873, 3.068], [13.002, -16.910, 1.323], [14.525, -16.514, 2.125], [15.445, -18.462, 0.808], [11.749, -18.428, 9.550], [10.658, -19.197, 8.803], [9.291, -18.755, 9.294], [10.906, -18.817, 7.428], [11.585, -17.350, 9.468], [12.765, -18.661, 9.230], [11.742, -18.618, 10.630], [10.912, -20.257, 8.903], [9.290, -18.727, 10.382], [8.506, -19.403, 8.905], [9.111, -17.739, 8.937], [10.103, -18.996, 6.922], [15.006, -12.127, 7.312], [16.512, -12.307, 7.054], [16.879, -12.762, 5.636], [17.136, -11.043, 7.315], [14.385, -12.850, 6.779], [14.647, -11.132, 7.035], [14.838, -12.214, 8.383], [16.928, -13.058, 7.723], [16.680, -12.039, 4.845], [16.320, -13.683, 5.442], [17.941, -13.005, 5.605], [16.678, -10.393, 6.775], [8.714, -9.340, 4.614], [9.464, -9.946, 5.807], [8.895, -11.311, 6.200], [10.846, -10.031, 5.526], [8.755, -9.967, 3.722], [9.198, -8.395, 4.370], [7.673, -9.196, 4.912], [9.311, -9.269, 6.650], [8.647, -11.955, 5.352], [7.901, -11.137, 6.635], [9.465, -11.854, 6.948], [11.025, -10.758, 4.898], [16.139, -16.012, 7.595], [16.363, -16.887, 8.835], [17.189, -18.135, 8.534], [17.007, -16.141, 9.864], [15.385, -15.241, 7.711], [15.890, -16.707, 6.786], [17.108, -15.600, 7.296], [15.367, -17.112, 9.227], [17.179, -18.818, 9.382], [18.194, -17.863, 8.216], [16.701, -18.677, 7.717], [17.951, -16.066, 9.702], [13.483, -13.054, 2.973], [12.709, -11.815, 3.455], [11.341, -12.124, 3.756], [14.360, -12.778, 2.388], [12.879, -13.624, 2.261], [13.706, -13.690, 3.826], [12.777, -11.043, 2.688], [13.165, -11.461, 4.378], [10.831, -12.176, 2.940], [13.398, -21.907, 6.468], [13.877, -20.521, 6.895], [13.261, -19.539, 6.084], [13.622, -22.048, 5.411], [12.304, -21.973, 6.515], [13.722, -22.699, 7.144], [14.942, -20.475, 6.674], [13.658, -20.392, 7.956], [12.534, -19.082, 6.540]], "mulliken_charge": [0.550, 0.189, 0.688, -0.653, -0.156, -0.201, -0.089, -0.368, -0.204, 0.353, -0.213, -0.711, 0.266, 0.104, 0.178, 0.257, -1.143, 0.455, -1.094, -0.446, 0.316, 0.411, 0.092, 0.416, 0.488, 0.105, 0.171, 0.232, -0.738, 0.212, -0.728, -0.593, 0.405, 0.262, -0.051, 0.295, -0.091, 0.374, 0.349, 0.363, -0.732, 0.641, -1.482, -0.176, -0.164, 0.040, 0.514, 0.244, 0.388, 0.405, 0.329, 0.077, -0.450, 0.421, -1.222, -0.592, -0.198, 0.610, -0.021, 0.157, 0.357, 0.241, 0.318, 0.402, -1.422, 0.528, -1.127, -0.629, 0.264, 0.330, 0.420, 0.373, 0.310, 0.474, 0.058, 0.437, -0.501, 0.637, -1.277, -0.583, -0.127, 0.154, 0.383, -0.020, 0.369, 0.422, 0.158, 0.378, -0.609, -0.333, -0.601, 0.494, 0.244, -0.122, 0.474, 0.110, 0.232, -1.270, 0.095, -0.268, 0.300, 0.267, 0.382, 0.226, 0.131, 0.078]}


# 4
{"formula": "C4H12O4", "method": "the ωB97M-V functional and the def2-TZVPD basis", "multiplicity": 1, "fmax_ev_per_a": 2.982, "total_energy_ha": -460.32368, "gap_ha": 0.346, "smiles": "CC=O.COOO.C", "total_charge": 0, "elements": ["C", "C", "O", "H", "H", "H", "H", "C", "O", "O", "O", "H", "H", "H", "H", "C", "H", "H", "H", "H"], "coordinates": [[-1.544, -0.495, 2.008], [-0.853, 0.788, 1.685], [-0.732, 1.230, 0.540], [-2.584, -0.273, 2.245], [-1.094, -0.941, 2.895], [-1.487, -1.186, 1.172], [-0.727, 1.479, 2.533], [-0.133, 0.424, -3.579], [0.767, 0.650, -2.510], [0.984, -0.543, -1.783], [-0.069, -0.765, -0.884], [-0.229, 1.393, -4.066], [-1.106, 0.089, -3.206], [0.269, -0.302, -4.291], [-0.352, 0.189, -0.365], [1.744, -0.330, 1.566], [1.945, 0.661, 1.171], [2.662, -0.896, 1.414], [1.498, -0.330, 2.623], [1.041, -0.842, 0.831]], "nbo_charge": [-0.735, 0.501, -0.552, 0.254, 0.238, 0.253, 0.143, -0.275, -0.279, -0.040, -0.528, 0.194, 0.184, 0.176, 0.475, -0.910, 0.221, 0.227, 0.201, 0.252]}